No. 1
Density functional theory data (ωB97M-V with the def2-TZVPD basis set) for a cluster of 17 separate species, C29H58ClN16O37P in total.

Element x y z (Å)
Cl -5.073 -2.702 -1.537
P -1.266 -5.613 2.104
O 8.439 8.349 -5.303
O 8.253 10.535 -5.505
O -5.099 -4.837 2.627
O 3.908 0.422 3.853
O -0.906 -5.071 3.756
O 0.054 0.900 -0.852
O 8.336 12.868 0.076
O 10.520 8.388 -1.515
O 14.307 11.444 -0.704
O 3.194 -2.388 -3.770
O 8.714 7.328 -0.831
O -6.165 0.008 -3.314
O 1.496 -3.766 2.145
O -9.427 -7.093 -2.772
O 8.751 11.454 -1.563
O 5.236 9.235 0.148
O 1.388 -3.448 -3.087
O -9.846 -5.974 2.091
O -3.982 2.177 -0.300
O 12.294 11.019 0.081
O -2.829 -6.434 2.305
O -4.507 1.198 -4.146
O -6.841 -3.719 1.873
O -9.849 -13.123 -0.108
O -9.708 -7.622 3.546
O -6.960 -0.267 -8.564
O 7.428 4.534 0.040
O -0.771 -8.153 6.306
O 4.114 8.295 1.795
O 7.565 2.885 1.495
O 5.412 0.285 2.249
O -10.264 -11.709 1.530
O 1.149 -2.577 7.362
O -2.334 -9.680 6.027
O 3.001 -2.418 6.178
O -8.812 -0.427 -7.380
O -9.291 -7.553 -0.622
N -1.575 -8.794 5.619
N 9.474 8.303 -0.862
N -10.206 -7.057 2.565
N -9.498 -6.793 -1.575
N 1.945 -2.975 6.502
N -9.794 -12.009 0.426
N -6.291 -4.506 2.652
N 8.806 12.568 -1.028
N 13.361 10.690 -0.448
N -8.016 -0.824 -8.239
N 2.148 -2.472 -3.117
N 5.012 0.092 3.403
N 4.950 8.283 0.884
N 7.068 3.450 0.514
N 8.084 9.466 -4.907
N -5.619 0.661 -4.212
C -8.355 -2.086 -8.950
C -7.143 -5.108 3.712
C 5.931 2.767 -0.161
C -1.033 -1.360 0.059
C 1.125 -0.018 1.263
C 1.762 -1.296 -2.292
C -11.343 -7.740 1.890
C -9.100 -10.927 -0.323
C -9.867 -5.389 -1.245
C -3.038 -0.112 -1.672
C -4.207 0.662 -0.565
C 5.938 -0.601 4.339
C 0.796 -2.669 1.736
C -1.630 -8.464 4.169
C 1.606 -4.237 5.792
C 7.391 9.534 -3.593
C 9.500 13.650 -1.778
C 5.676 7.005 0.657
C 1.535 -1.217 2.063
C 9.089 9.480 -0.036
C -6.374 0.812 -5.485
C -3.427 -2.685 -0.638
C -3.055 -4.021 0.240
C -0.642 -2.719 0.952
C -2.448 -1.334 -0.765
C -1.622 -4.033 1.057
C -0.018 -0.083 0.043
C 13.528 9.257 -0.812
C -3.519 1.181 0.932
H -5.370 0.186 -0.543
H -8.266 -10.583 0.292
H 5.069 3.436 -0.112
H 1.713 -1.625 -1.252
H -0.639 -8.650 3.751
H 2.363 -1.153 2.889
H -9.305 -2.464 -8.566
H -11.551 -8.677 2.411
H -3.758 2.128 1.543
H 13.688 9.208 -1.891
H 0.656 -4.615 6.176
H 12.623 8.714 -0.531
H 5.722 1.830 0.360
H 2.517 -0.516 -2.415
H -3.659 -0.451 -2.603
H 6.209 6.760 1.579
H 9.843 10.260 -0.159
H -7.314 1.317 -5.254
H 8.776 14.449 -1.949
H 1.710 0.994 1.510
H -10.019 -4.837 -2.175
H -8.435 -1.854 -10.014
H 1.526 -4.005 4.728
H -5.778 1.406 -6.181
H 6.400 9.959 -3.765
H 10.334 13.994 -1.162
H -11.046 -7.931 0.857
H -6.531 -5.777 4.320
H -7.540 -4.291 4.318
H -6.549 -0.190 -5.884
H -12.205 -7.072 1.939
H -10.788 -5.419 -0.660
H 2.411 -4.949 5.983
H 0.789 -0.950 -2.646
H -4.419 0.585 1.447
H -9.824 -10.128 -0.495
H -8.738 -11.330 -1.272
H 6.377 7.138 -0.169
H 14.393 8.876 -0.265
H -3.811 -4.944 0.288
H 6.128 0.075 5.175
H 9.039 9.151 1.004
H -1.547 -4.290 3.909
H 7.312 8.525 -3.183
H 8.115 9.826 -0.390
H -9.044 -4.959 -0.671
H -7.944 -5.661 3.217
H -1.907 -7.412 4.080
H 5.446 -1.517 4.672
H -2.377 -9.101 3.690
H -7.550 -2.799 -8.758
H 6.866 -0.831 3.811
H -3.382 -5.876 2.958
H 9.862 13.247 -2.726
H 4.933 6.242 0.414
H 7.988 10.171 -2.938
H -2.281 0.721 -1.976
H 6.228 2.577 -1.194

Summary:
* HOMO level: -8.60 eV
* 2S+1: 1
* LUMO level: -0.082 Eh
* total charge: 0
* E: -152359.6251 eV



No. 2
Density functional theory data (ωB97M-V with the def2-TZVPD basis set) for a cluster of 3 separate species, C29H58N3O10S2 in total.

Element x y z (Å)
S -1.136 2.886 1.339
S 0.845 1.693 -1.241
O 6.423 -6.006 -0.698
O -0.122 3.689 0.761
O 2.697 3.752 3.108
O 5.397 -4.023 -0.433
O 5.162 -5.195 -2.338
O 0.061 -1.035 -0.682
O 1.991 6.694 -6.176
O 0.951 6.797 -4.180
O -2.466 3.141 0.909
O 2.061 4.952 -4.748
N -0.766 1.146 0.983
N -3.558 -2.954 3.466
N 2.254 -0.561 -0.350
C -4.327 -1.313 -2.089
C 2.353 -3.011 -1.038
C 5.846 -6.326 -2.897
C -2.033 -2.380 1.623
C -3.211 0.284 0.864
C -1.010 2.993 3.107
C -1.850 0.419 0.136
C -1.889 -2.215 0.098
C 5.639 -4.983 -1.090
C -3.103 -0.374 -4.031
C 0.660 0.991 0.456
C 0.911 -1.291 1.600
C 1.662 1.569 1.475
C 2.490 -1.536 -1.415
C 0.618 5.822 -3.193
C -4.430 -0.194 3.048
C -3.380 -2.989 2.017
C 3.239 3.875 4.409
C -1.791 -0.935 -2.030
C 1.699 6.201 -5.144
C -3.153 -0.425 -2.485
C 6.297 -7.068 -1.653
C 3.521 3.010 2.231
C 2.695 2.600 1.020
C -1.370 -0.906 -0.540
C 0.933 -0.535 0.268
C 1.722 4.796 -3.371
C -3.213 0.476 2.388
C -4.354 1.138 0.240
H -4.508 -1.384 -1.019
H -4.198 -2.510 1.472
H -1.201 -2.973 -0.270
H 2.599 5.021 -2.761
H -0.163 3.642 3.311
H -4.808 -1.024 2.456
H -4.208 -0.512 4.061
H 2.203 3.495 0.659
H -5.237 -1.004 -2.596
H -4.226 -2.252 3.743
H 5.548 -7.774 -1.293
H -3.554 -0.743 0.744
H -2.447 0.426 -4.360
H -4.810 1.738 1.024
H 0.123 -0.963 2.283
H -1.714 -1.977 -2.342
H 3.377 2.180 0.287
H 3.081 -3.589 -1.598
H 3.895 2.117 2.750
H -4.102 -0.195 -4.421
H 4.394 3.581 1.912
H -1.288 -3.082 1.989
H 0.694 -2.333 1.389
H 2.963 -0.677 0.358
H -5.138 0.513 -0.170
H -1.997 1.128 -0.676
H 5.172 -6.898 -3.526
H 1.913 -1.289 -2.301
H 7.248 -7.580 -1.770
H -0.842 2.027 3.573
H -3.314 0.615 -2.202
H 1.148 2.059 2.301
H -2.766 -1.331 -4.424
H -0.747 0.657 1.884
H 2.883 4.800 4.851
H 1.357 -3.408 -1.218
H 4.329 3.902 4.388
H 2.936 3.034 5.037
H -3.254 1.526 2.658
H -3.993 1.851 -0.490
H 2.616 -3.148 0.011
H -2.849 -2.474 -0.346
H -1.948 3.400 3.467
H -2.315 0.059 2.858
H 3.530 -1.385 -1.708
H -1.016 -0.402 -2.578
H 0.601 6.277 -2.206
H 1.847 -1.211 2.138
H -5.245 0.525 3.113
H 6.683 -5.966 -3.496
H -0.195 2.535 -1.271
H -1.896 -1.460 2.186
H 2.228 0.766 1.938
H -3.899 -3.835 3.818
H -0.371 5.416 -3.420
H -3.372 -4.030 1.694
H -4.115 -2.327 -2.436
H 1.404 3.775 -3.179

Summary:
* HOMO level: -11.75 eV
* 2S+1: 1
* relative energy (zero: lowest compared OMol25 entry of this formula, charge and spin): 15.5 kcal per mole
* LUMO level: -0.084 Eh
* total charge: +1
* E: -77620.7399 eV



No. 3
Density functional theory data (ωB97M-V with the def2-TZVPD basis set) for a cluster of 5 separate species, C29H58N6O5 in total.

Element x y z (Å)
O 0.327 1.075 1.736
O 0.466 3.121 1.213
O 1.811 1.774 0.354
O -1.518 6.886 5.250
O 3.155 7.871 -2.248
N -6.524 -2.744 -0.009
N -1.837 -0.980 -5.054
N 3.158 8.525 -5.005
N 2.478 -6.212 1.091
N 0.872 1.967 1.146
N -2.977 4.583 3.979
C -3.406 -2.384 -4.033
C 3.690 7.235 -4.539
C -0.371 7.767 5.242
C -7.666 -2.859 0.933
C -2.326 3.388 6.042
C 2.945 6.805 -3.175
C -2.602 -0.666 -2.777
C 3.082 7.476 -0.852
C 3.769 -5.452 1.422
C -2.589 4.802 5.457
C 1.520 -6.463 2.254
C 3.895 -9.277 -1.203
C -1.285 5.570 5.460
C -1.720 -0.266 -3.878
C 5.158 7.326 -4.444
C -6.782 -3.011 -1.319
C 1.676 -5.440 0.009
C -4.567 -2.147 -1.886
C -2.698 -2.028 -5.182
C -0.984 -0.470 -6.142
C -3.508 -1.688 -2.902
C -5.817 -2.751 -2.335
C 2.790 -7.690 0.685
C -5.315 -2.296 0.450
C 2.476 -4.350 3.441
C 1.304 -5.242 3.242
C 3.327 -4.070 2.141
C -4.331 -1.924 -0.545
C 3.336 -7.848 -0.795
H -0.783 5.287 6.386
H 1.897 6.556 -3.340
H -7.742 -3.466 -1.511
H -2.836 5.456 3.491
H 2.320 -5.256 -0.852
H 4.262 -5.193 0.485
H -0.981 0.520 -3.834
H 3.064 9.202 -4.262
H 2.268 8.446 -5.476
H -3.268 2.841 6.049
H -2.310 4.066 3.424
H -1.578 2.824 5.484
H 4.338 -6.059 2.127
H 4.280 -7.306 -0.750
H -2.417 -0.133 -1.855
H 3.128 -10.000 -0.926
H 5.497 6.333 -4.148
H -1.381 -0.651 -7.141
H -3.432 5.249 5.984
H 5.619 7.712 -5.353
H 0.416 7.245 4.697
H -3.368 -1.525 -0.264
H 3.519 5.946 -2.829
H 1.829 -8.199 0.764
H 3.046 -4.634 4.325
H -0.642 8.701 4.751
H 4.860 -9.480 -0.737
H 2.031 7.593 -0.587
H -3.964 4.413 3.849
H 2.704 -3.536 1.424
H 2.694 -7.328 -1.506
H -5.147 -1.936 1.454
H -0.642 5.058 4.745
H 0.836 -6.099 -0.208
H 0.570 -6.647 1.753
H -0.186 8.184 6.232
H -8.079 -3.868 0.936
H 0.541 -4.570 2.850
H 3.562 6.531 -0.598
H 0.935 -5.555 4.218
H 2.223 -3.374 3.857
H 1.217 -4.553 0.447
H 3.681 8.214 -0.318
H 4.225 -3.474 2.308
H -7.424 -2.524 1.941
H -0.056 -1.003 -5.933
H -2.667 -2.433 -6.182
H 3.695 8.975 -5.732
H -4.052 -3.240 -4.160
H -1.963 3.482 7.066
H 3.516 -7.931 1.462
H 4.147 -9.307 -2.263
H 1.710 -7.298 2.928
H -8.481 -2.243 0.551
H -0.644 0.564 -6.078
H 3.439 6.470 -5.274
H -5.964 -3.025 -3.369
H 5.520 8.064 -3.729

Summary:
* HOMO level: -13.45 eV
* 2S+1: 1
* relative energy (zero: lowest compared OMol25 entry of this formula, charge and spin): 76.8 kcal per mole
* LUMO level: -0.381 Eh
* total charge: +4
* E: -50149.2088 eV